# C6H12O

A cluster of 2 separate species, C6H12O in total (the ωB97M-V functional and the def2-TZVPD basis, the Open Molecules 2025 dataset).

Output
largest force on an atom = 3.36 eV/Å
HOMO-LUMO gap = 10.05 eV
E = -8461.35670 eV
structure (SMILES) = C=C/C=C/CC.O
relative energy (zero: lowest compared OMol25 entry of this formula, charge and spin) = 69.12 kcal per mole
molar mass = 100.16 g/mol

```
19
Properties=species:S:1:pos:R:3:forces:R:3
C -0.50613 -2.64590 -1.16753 0.6026 -0.8702 3.1900
C -1.35140 -1.33087 -0.93604 -0.7841 -2.8971 -0.5616
C 0.76114 1.44053 2.48880 0.9743 -1.8192 -0.0125
C 1.10884 0.35613 1.72822 -2.0830 1.8996 0.5407
C 0.13200 -0.54216 0.99562 -0.6211 -1.4064 1.0615
C -0.63590 -0.38171 -0.09189 2.1600 1.9939 0.5531
H 0.45094 -2.54509 -1.68110 -0.4528 0.3584 -0.6195
H -1.18853 -3.39033 -1.59903 0.6317 -0.0145 -0.0594
H -0.05018 -3.10457 -0.09698 -1.7450 1.1835 -2.6052
H -2.24971 -1.68592 -0.40470 0.0777 0.0781 -0.1057
H -1.76093 -1.03124 -1.95205 0.8910 0.4403 1.3412
H -0.26548 1.56031 2.88284 0.6551 0.5176 -0.7444
H 1.63513 1.97942 2.93684 -1.2588 -0.2917 -0.1730
H 2.16525 0.15535 1.78242 0.2557 -0.4536 -0.8218
H -0.06766 -1.49172 1.50990 0.7228 -0.1003 -0.0681
H -0.50679 0.58712 -0.47887 -0.0313 1.3931 -0.9317
H 0.61015 3.94157 -2.72513 -0.3850 -0.3276 -0.7723
H 0.68314 3.81597 -1.22361 0.0466 0.0189 0.0559
O 1.03613 4.31313 -1.96769 0.3436 0.2971 0.7326
```
Forces are in eV/Å.